DFT (wB97M-V/def2-TZVPD) results for a structure of composition C33H49BBrF5N7O3TeTi.

ORCA input file:
```
! wB97M-V def2-TZVPD RIJCOSX def2/J DEFGRID3
* xyz -1 1
Ti 0.334 0.567 -1.302
C -1.723 4.069 -0.844
C -2.829 3.040 -0.631
C -4.130 3.761 -0.272
C -2.478 2.003 0.406
C -3.206 1.751 1.577
C -2.556 0.721 2.220
C -3.035 0.112 3.510
C -3.449 -1.342 3.332
C -2.083 0.283 4.692
N -1.495 0.373 1.454
N -1.446 1.170 0.349
B -0.318 -0.596 1.711
N 1.021 0.275 1.616
N 1.225 1.163 0.578
C 2.269 1.933 0.880
C 2.744 1.571 2.132
C 1.952 0.531 2.572
C 2.238 -0.070 3.929
C 1.655 0.804 5.044
C 1.920 -1.533 4.149
C 2.930 2.998 0.042
C 2.027 3.751 -0.926
C 4.161 2.432 -0.672
N -0.391 -1.784 0.683
N -0.323 -1.459 -0.643
C -0.428 -2.578 -1.365
C -0.583 -3.648 -0.489
C -0.575 -3.131 0.790
C -0.894 -4.096 1.923
C -0.407 -3.849 3.339
C -2.393 -4.443 1.884
C -0.465 -2.689 -2.870
C 0.474 -1.771 -3.639
C -0.198 -4.129 -3.317
H -2.031 4.785 -1.610
H -0.811 3.593 -1.180
H -1.524 4.624 0.079
H -2.999 2.511 -1.573
H -4.060 4.247 0.705
H -4.984 3.082 -0.260
H -4.331 4.533 -1.016
H -4.101 2.239 1.920
H -3.936 0.686 3.743
H -2.579 -1.942 3.082
H -4.172 -1.446 2.522
H -3.889 -1.741 4.250
H -1.184 -0.321 4.564
H -2.571 -0.037 5.616
H -1.782 1.326 4.805
H -0.380 -1.048 2.806
H 3.578 2.007 2.659
H 3.326 0.017 3.994
H 0.568 0.845 4.979
H 2.032 1.826 4.979
H 1.924 0.397 6.023
H 0.867 -1.685 4.367
H 2.492 -1.904 5.002
H 2.184 -2.124 3.274
H 3.297 3.721 0.778
H 1.881 3.204 -1.857
H 2.477 4.715 -1.174
H 1.046 3.935 -0.491
H 3.867 1.663 -1.384
H 4.863 1.984 0.033
H 4.673 3.226 -1.222
H -0.698 -4.688 -0.736
H -0.375 -5.006 1.606
H -0.863 -2.984 3.812
H 0.671 -3.726 3.358
H -0.654 -4.723 3.946
H -3.020 -3.557 1.958
H -2.647 -5.115 2.708
H -2.644 -4.938 0.946
H -1.484 -2.429 -3.162
H 1.509 -2.120 -3.587
H 0.441 -0.735 -3.302
H 0.166 -1.721 -4.683
H 0.777 -4.473 -2.961
H -0.200 -4.177 -4.407
H -0.962 -4.819 -2.956
Br 1.011 3.289 -4.703
C 2.229 1.837 -4.573
C 3.108 1.658 -5.632
C 4.061 0.665 -5.515
C 4.103 -0.091 -4.355
C 3.158 0.158 -3.376
N 2.222 1.102 -3.485
C 3.157 -0.661 -2.089
O 4.097 -1.412 -1.893
O 2.163 -0.476 -1.304
H 3.034 2.286 -6.507
H 4.766 0.491 -6.318
H 4.831 -0.869 -4.179
F -3.087 -0.842 -4.694
Te -2.235 0.793 -4.408
F -3.891 1.217 -3.480
F -3.181 1.402 -5.983
F -0.931 -0.078 -5.661
F -1.740 -0.242 -2.604
O -0.176 1.875 -2.030
*
```

Output
Relative energy (zero: lowest compared OMol25 entry of this formula, charge and spin) in kJ/mol: 157.5
Electronic energy in eV: -166315.8219
Kohn-Sham gap in eV: 8.84

---

DFT (wB97M-V/def2-TZVPD) results for a cluster of 5 separate species, C5H21NO4 in total.

ORCA input file:
```
! wB97M-V def2-TZVPD RIJCOSX def2/J DEFGRID3
* xyz 0 1
C 0.274 0.670 2.994
C -0.081 -0.452 2.084
C 0.884 -0.669 0.917
C 0.319 -1.407 -0.292
C -0.983 -0.761 -0.802
N -2.217 -1.133 -0.028
H -0.565 1.082 3.555
H 0.726 1.483 2.416
H 0.840 0.169 3.786
H 0.149 -1.328 2.795
H -1.119 -0.664 1.842
H 1.897 -1.055 1.247
H 1.192 0.394 0.700
H -0.186 -2.389 0.071
H 1.110 -1.706 -0.991
H -1.095 -1.281 -1.709
H -1.048 0.359 -1.033
H -2.497 -2.139 0.033
H -3.056 -0.753 -0.420
H 2.901 0.409 -0.324
H 3.226 -0.414 -1.412
O 2.960 0.548 -1.312
H -0.348 1.627 -2.896
H -0.266 2.858 -2.345
O 0.365 2.138 -2.613
H -1.173 1.397 1.160
H -2.143 2.613 1.511
O -1.234 2.378 1.406
H -0.241 -1.049 -3.195
H 1.084 -0.318 -3.318
O 0.324 -0.606 -3.827
*
```

Output
Relative energy (zero: lowest compared OMol25 entry of this formula, charge and spin) in kJ/mol: 297.4
Electronic energy in eV: -15203.3729
SMILES string: CCCCCN.O.O.O.O
Kohn-Sham gap in eV: 9.92

---

DFT (wB97M-V/def2-TZVPD) results for the molecule H16Si7.

ORCA input file:
```
! wB97M-V def2-TZVPD RIJCOSX def2/J DEFGRID3
* xyz 0 1
Si 0.110 -2.968 -1.255
Si -1.622 -1.673 1.803
Si -1.579 1.629 -1.532
Si 2.643 1.289 -1.348
Si 0.240 2.052 1.839
Si 0.197 -1.396 0.381
Si 0.335 0.861 -0.140
H -1.292 -3.552 -1.247
H 0.629 -2.750 -2.650
H 1.069 -3.972 -0.652
H -1.877 -2.946 2.356
H -2.950 -0.949 1.533
H -1.135 -0.925 3.148
H -2.035 2.932 -0.896
H -2.544 0.487 -1.580
H -1.095 1.854 -2.857
H 2.925 2.675 -0.895
H 3.800 0.418 -1.286
H 2.079 1.276 -2.679
H 1.465 2.950 1.942
H 0.070 1.413 3.149
H -0.867 2.996 1.924
H 1.435 -1.699 0.944
*
```

Output
Relative energy (zero: lowest compared OMol25 entry of this formula, charge and spin) in kJ/mol: 0.0
Electronic energy in eV: -55398.6131
SMILES string: [SiH3][SiH]([SiH3])[Si]([SiH3])([SiH3])[SiH3]
Kohn-Sham gap in eV: 9.07

---

DFT (wB97M-V/def2-TZVPD) results for the ion C4H13N2 with charge +1.

ORCA input file:
```
! wB97M-V def2-TZVPD RIJCOSX def2/J DEFGRID3
* xyz 1 1
N 1.269 1.576 0.847
C 0.648 0.488 1.649
C -0.432 -0.184 0.842
N -0.229 -0.001 -0.678
C 0.654 -1.146 -1.136
C -1.623 -0.196 -1.267
H 1.022 2.452 1.291
H 2.272 1.474 0.834
H 0.016 0.956 -0.919
H 1.491 -0.205 1.823
H 0.338 0.789 2.641
H -0.648 -1.264 0.910
H -1.440 0.221 1.077
H 0.485 -1.361 -2.211
H 1.715 -0.846 -1.020
H 0.356 -2.020 -0.558
H -1.985 -1.169 -0.949
H -2.279 0.543 -0.826
H -1.631 -0.107 -2.352
*
```

Output
Relative energy (zero: lowest compared OMol25 entry of this formula, charge and spin) in kJ/mol: 135.2
Electronic energy in eV: -7332.0861
SMILES string: C[NH+](C)CCN
Kohn-Sham gap in eV: 11.47

---

DFT (wB97M-V/def2-TZVPD) results for the molecule C6H13N.

ORCA input file:
```
! wB97M-V def2-TZVPD RIJCOSX def2/J DEFGRID3
* xyz 0 1
C -2.148 -0.470 -0.663
N -1.072 0.027 0.187
C 0.229 -0.606 0.083
C 1.399 0.378 0.442
C 1.295 1.428 -0.630
C 0.828 2.655 -0.440
C 0.326 -1.906 0.926
H -1.898 -0.057 -1.645
H -3.088 0.005 -0.409
H -2.217 -1.561 -0.742
H -1.391 -0.092 1.144
H 0.362 -0.933 -0.952
H 2.251 -0.294 0.319
H 1.193 0.712 1.456
H 1.469 1.012 -1.619
H 0.496 3.246 -1.286
H 1.033 3.180 0.486
H -0.683 -2.280 1.110
H 0.794 -2.705 0.350
H 0.823 -1.739 1.881
*
```

Output
Relative energy (zero: lowest compared OMol25 entry of this formula, charge and spin) in kJ/mol: 143.2
Electronic energy in eV: -7921.3490
SMILES string: C=CC[C@@H](C)NC
Kohn-Sham gap in eV: 9.75

---

DFT (wB97M-V/def2-TZVPD) results for the ion C6H13FN3O with charge +1.

ORCA input file:
```
! wB97M-V def2-TZVPD RIJCOSX def2/J DEFGRID3
* xyz 1 1
C 2.298 -1.119 0.529
C 2.165 0.373 0.246
F 1.309 0.932 1.197
C 1.644 0.787 -1.154
N 0.237 1.185 -1.168
C -0.761 0.483 -0.627
N -0.689 -0.859 -0.512
C -1.826 -1.456 0.179
O -2.111 -0.708 1.333
C -2.597 0.548 0.988
N -1.913 1.059 -0.254
H 3.244 -1.347 1.015
H 2.264 -1.715 -0.388
H 1.509 -1.439 1.214
H 3.132 0.855 0.378
H 2.179 1.675 -1.479
H 1.857 -0.001 -1.881
H -0.006 2.043 -1.637
H 0.226 -1.210 -0.259
H -1.589 -2.479 0.448
H -2.678 -1.434 -0.507
H -2.352 1.224 1.805
H -3.671 0.535 0.791
H -1.871 2.070 -0.258
*
```

Output
Relative energy (zero: lowest compared OMol25 entry of this formula, charge and spin) in kJ/mol: 0.0
Electronic energy in eV: -15661.7840
SMILES string: C[C@H](F)CNC1=[NH+]COCN1
Kohn-Sham gap in eV: 11.45

---

Which of these has the highest Kohn-Sham gap?
C4H13N2